Arrangement a

Here is 2 unconnected molecules or ions with the total composition C5H10NO from the Open Molecules 2025 dataset. Energies are from ωB97M-V with the def2-TZVPD basis set.

CARTESIAN COORDINATES (ANGSTROEM)
1 C -1.383 0.312 0.028
2 C -2.323 0.624 1.097
3 C -0.821 -0.824 -0.871
4 C -0.231 0.476 -0.511
5 C 2.615 -1.572 0.608
6 N 0.687 1.456 -1.070
7 O 2.454 -0.425 0.247
8 H -2.047 -0.004 1.963
9 H -2.332 1.690 1.407
10 H -0.198 -1.645 -0.359
11 H -1.257 -1.136 -1.893
12 H 3.042 -1.830 1.587
13 H 2.496 -2.568 0.047
14 H 0.495 2.314 -0.459
15 H 0.517 1.621 -1.997
16 H 1.655 1.176 -0.776
17 H -3.370 0.334 0.951

Output
- HOMO level: -13.763 eV
- Net charge: +1
- Orbital gap: 10.250 eV


Arrangement b

Here is 2 unconnected molecules or ions with the total composition C5H10NO from the Open Molecules 2025 dataset. Energies are from ωB97M-V with the def2-TZVPD basis set.

CARTESIAN COORDINATES (ANGSTROEM)
1 C -0.424 2.213 -0.207
2 C -3.180 -0.273 0.282
3 C 0.273 1.284 -0.160
4 C 2.535 -0.101 -0.064
5 C 0.996 0.120 0.258
6 N 0.309 -1.106 -0.197
7 O -2.358 -0.384 -0.575
8 H -0.890 3.171 -0.359
9 H -4.077 0.356 0.068
10 H -3.027 -0.944 1.104
11 H 2.927 0.865 0.065
12 H 2.947 -1.025 0.392
13 H 2.634 -0.272 -1.096
14 H 0.909 0.156 1.406
15 H 0.609 -1.367 -1.126
16 H -0.795 -0.897 -0.249
17 H 0.612 -1.796 0.461

Output
- HOMO level: -14.503 eV
- Net charge: +1
- Orbital gap: 11.168 eV


Quick one: most stable of them? arrangement b


Arrangement a

Here is a molecular structure, C5H9N3O from the Open Molecules 2025 dataset. Energies are from ωB97M-V with the def2-TZVPD basis set.

CARTESIAN COORDINATES (ANGSTROEM)
1 C -0.432 1.753 -0.577
2 C 0.084 0.332 0.133
3 C -0.761 -0.390 1.179
4 C -1.683 -1.361 0.535
5 C 1.623 0.438 0.462
6 H 0.036 2.983 -0.254
7 H -1.602 1.544 -0.417
8 H -0.493 1.680 -1.829
9 H 0.141 -0.883 1.761
10 H -1.138 0.460 1.812
11 H -2.283 -2.258 0.917
12 H -0.492 -0.084 -1.931
13 H 1.885 1.444 1.046
14 H 1.512 -1.415 -1.180
15 N -1.230 -1.555 -0.691
16 N -0.007 -0.678 -0.962
17 N 2.513 -0.470 0.453
18 O 2.325 -1.540 -0.457

Output
- HOMO level: -8.920 eV
- Orbital gap: 9.377 eV


Arrangement b

Here is a single C5H9N3O molecule from the Open Molecules 2025 dataset. Energies are from ωB97M-V with the def2-TZVPD basis set.

CARTESIAN COORDINATES (ANGSTROEM)
1 C -0.380 0.281 2.177
2 C 1.286 -1.362 1.245
3 C -1.402 1.159 2.577
4 C 0.026 0.902 -2.388
5 C -0.066 -0.609 -1.942
6 N 0.407 -0.591 2.054
7 N 0.947 -1.344 -0.052
8 N -0.229 -0.861 -0.565
9 O 2.291 -1.866 1.700
10 H -1.758 1.573 1.724
11 H -0.970 2.035 3.314
12 H -2.037 0.762 3.365
13 H -0.660 1.568 -2.062
14 H 1.088 1.308 -1.958
15 H 0.247 0.925 -3.537
16 H -0.956 -0.817 -2.528
17 H 0.749 -1.121 -2.426
18 H 1.416 -1.943 -0.698

Output
- HOMO level (alpha / beta): -5.888 / -7.575 eV
- Orbital gap (alpha / beta): 5.797 / 7.989 eV


Quick one: most stable of them? arrangement b


Arrangement a

Here is a single C5H9N3O molecule from the Open Molecules 2025 dataset. Energies are from ωB97M-V with the def2-TZVPD basis set.

CARTESIAN COORDINATES (ANGSTROEM)
1 C 0.083 2.382 -0.466
2 C -0.045 1.091 -1.126
3 C 0.992 -0.206 -0.770
4 C 0.371 -1.481 -1.354
5 N 0.048 -2.350 -2.248
6 N 1.261 -0.287 0.656
7 C 0.465 -0.860 1.452
8 N -0.749 -1.540 1.242
9 O -1.485 -2.286 2.318
10 H 1.349 2.665 -0.555
11 H -0.237 2.307 0.650
12 H -0.566 3.099 -1.211
13 H -0.273 1.274 -2.272
14 H -0.927 0.639 -0.552
15 H 1.815 0.099 -1.323
16 H 0.617 -0.806 2.571
17 H -0.662 -2.098 0.341
18 H -2.055 -1.641 2.648

Output
- SMILES string: CC[C@H](C#N)/N=C\NO
- HOMO level: -9.637 eV
- Orbital gap: 10.038 eV


Arrangement b

Here is 2 unconnected molecules or ions with the total composition C5H9N3O from the Open Molecules 2025 dataset. Energies are from ωB97M-V with the def2-TZVPD basis set.

CARTESIAN COORDINATES (ANGSTROEM)
1 C -2.311 0.909 -0.752
2 N 0.308 0.842 0.312
3 C 1.245 0.114 0.897
4 C -1.386 -0.172 -1.045
5 N 0.054 2.058 0.930
6 C 2.197 -2.034 0.456
7 C -0.919 -1.248 -1.427
8 N 1.326 -1.141 0.178
9 O 1.959 0.334 1.873
10 H 0.043 2.803 0.245
11 H 0.728 2.245 1.672
12 H -2.063 1.799 -1.333
13 H -2.270 1.176 0.302
14 H -3.322 0.577 -0.998
15 H 2.940 -1.824 1.217
16 H 2.163 -2.993 -0.043
17 H 0.479 -1.282 -0.566
18 H -1.172 -2.162 -1.919

Output
- HOMO level (alpha / beta): -7.336 / -7.338 eV
- Orbital gap (alpha / beta): 7.191 / 7.194 eV


Arrangement c

Here is a single C5H9N3O molecule from the Open Molecules 2025 dataset. Energies are from ωB97M-V with the def2-TZVPD basis set.

CARTESIAN COORDINATES (ANGSTROEM)
1 C -2.414 1.162 -0.084
2 C -2.563 -0.335 -0.063
3 C 1.597 -1.312 0.154
4 C 1.736 1.185 -0.035
5 C 0.857 -0.037 -0.264
6 N -1.301 1.661 0.133
7 N -1.335 -0.805 0.251
8 N -0.319 0.047 0.579
9 O -3.553 -0.993 -0.276
10 H -3.299 1.749 -0.284
11 H 1.651 -1.352 1.238
12 H 1.091 -2.201 -0.214
13 H 2.607 -1.306 -0.244
14 H 2.677 1.063 -0.566
15 H 1.942 1.303 1.024
16 H 1.235 2.074 -0.392
17 H 0.583 -0.106 -1.327
18 H -1.190 -1.797 0.370

Output
- HOMO level (alpha / beta): -8.975 / -8.974 eV
- Orbital gap (alpha / beta): 9.104 / 9.103 eV


Arrangement d

Here is a single C5H9N3O molecule from the Open Molecules 2025 dataset. Energies are from ωB97M-V with the def2-TZVPD basis set.

CARTESIAN COORDINATES (ANGSTROEM)
1 C 2.298 1.211 -0.126
2 C 1.397 0.243 -0.103
3 C 1.736 -1.243 0.258
4 C -0.118 0.512 -0.186
5 C -0.855 -0.671 -0.740
6 N -2.024 -1.132 -0.491
7 N -2.696 -0.357 0.471
8 N -0.522 1.742 0.067
9 O -1.766 2.112 -0.189
10 H 1.969 2.230 -0.205
11 H 3.384 0.879 -0.058
12 H 2.808 -1.309 0.508
13 H 1.462 -1.956 -0.545
14 H 1.267 -1.551 1.136
15 H -0.385 -1.162 -1.610
16 H -2.073 0.041 1.233
17 H -3.490 -0.956 0.834
18 H -2.391 1.368 -0.257

Output
- SMILES string: C=C(C)C(/C=N\N)=N/O
- HOMO level: -9.061 eV
- Orbital gap: 9.388 eV


Quick one: most stable of them? arrangement c


Arrangement a

Here is a single C5H9N3O molecule from the Open Molecules 2025 dataset. Energies are from ωB97M-V with the def2-TZVPD basis set.

CARTESIAN COORDINATES (ANGSTROEM)
1 C -0.476 -0.165 1.391
2 C -0.581 -0.206 -2.379
3 C 1.490 -0.219 -1.043
4 C -0.746 0.762 2.522
5 N 0.038 -0.174 -1.060
6 C -0.753 0.139 0.002
7 N 0.568 -1.442 1.759
8 N 1.557 -0.897 1.817
9 O -1.922 0.527 -0.125
10 H -0.156 -1.029 -2.952
11 H -1.651 -0.354 -2.269
12 H -0.409 0.727 -2.920
13 H 1.881 0.334 -0.193
14 H 1.861 0.254 -1.955
15 H 1.874 -1.244 -1.000
16 H -0.093 1.642 2.560
17 H -1.775 1.106 2.363
18 H -0.707 0.239 3.482

Output
- HOMO level (alpha / beta): -8.397 / -8.086 eV
- Orbital gap (alpha / beta): 8.340 / 7.717 eV


Arrangement b

Here is a single C5H9N3O molecule from the Open Molecules 2025 dataset. Energies are from ωB97M-V with the def2-TZVPD basis set.

CARTESIAN COORDINATES (ANGSTROEM)
1 H -3.620 0.468 -0.323
2 N -3.102 -0.457 -0.383
3 C -1.828 -0.104 -0.399
4 N -1.257 1.174 -0.268
5 C 0.107 1.171 0.319
6 C 0.478 -0.272 0.001
7 C 1.814 -0.600 -0.698
8 O 2.722 0.302 -0.083
9 C -0.237 -1.187 0.926
10 N -0.726 -1.034 -0.439
11 H -1.995 1.797 0.139
12 H 0.795 1.921 -0.100
13 H 0.111 1.443 1.375
14 H 2.056 -1.604 -0.586
15 H 1.574 -0.497 -1.729
16 H 3.516 0.219 -0.583
17 H -0.717 -0.705 1.677
18 H 0.308 -2.035 1.155

Output
- SMILES string: [H]/N=C1\NC[C@@]2(CO)CN12
- HOMO level: -9.126 eV
- Orbital gap: 9.765 eV


Quick one: most stable of them? arrangement b


Arrangement a

Here is a single C5H9N3O molecule from the Open Molecules 2025 dataset. Energies are from ωB97M-V with the def2-TZVPD basis set.

CARTESIAN COORDINATES (ANGSTROEM)
1 C -1.436 -2.208 0.078
2 C -0.492 -1.045 0.136
3 C -0.750 0.213 0.554
4 N 0.420 1.038 0.563
5 C 0.427 2.249 -0.215
6 C 1.640 -0.120 0.203
7 N 2.930 0.101 0.175
8 O 3.832 -0.703 -0.228
9 N 0.901 -1.269 0.077
10 H -2.145 -1.888 -0.617
11 H -0.784 -3.010 -0.251
12 H -1.896 -2.326 1.145
13 H -1.653 0.577 0.776
14 H 0.618 2.145 -1.231
15 H -0.505 2.628 0.001
16 H 1.218 3.016 0.030
17 H 3.361 1.007 0.542
18 H 1.462 -1.873 -0.516

Output
- SMILES string: Cc1cn(C)/c(=[NH+]/[O-])[nH]1
- HOMO level: -7.097 eV
- Orbital gap: 7.862 eV


Arrangement b

Here is 2 unconnected molecules or ions with the total composition C5H9N3O from the Open Molecules 2025 dataset. Energies are from ωB97M-V with the def2-TZVPD basis set.

CARTESIAN COORDINATES (ANGSTROEM)
1 H 4.946 -1.441 0.127
2 N 3.993 -1.418 -0.130
3 C 3.314 -0.429 0.109
4 C 1.996 -0.046 -0.199
5 N 1.811 1.216 -0.055
6 N 2.794 1.749 0.675
7 O 3.840 0.735 0.844
8 H 1.275 -0.634 -0.633
9 H 3.091 2.686 0.496
10 C -0.487 -1.139 -1.953
11 C -0.956 -0.485 -0.897
12 C -1.400 -1.259 0.384
13 H -0.253 -0.607 -2.844
14 H -0.354 -2.284 -1.951
15 H -1.332 0.506 -0.855
16 H -2.444 -1.345 0.556
17 H -0.903 -2.204 0.385
18 H -0.983 -0.816 1.234

Output
- SMILES string: [H]/N=c1/cn[nH]o1.C=CC
- HOMO level: -8.934 eV
- Orbital gap: 9.670 eV


Arrangement c

Here is a single C5H9N3O molecule from the Open Molecules 2025 dataset. Energies are from ωB97M-V with the def2-TZVPD basis set.

CARTESIAN COORDINATES (ANGSTROEM)
1 C 0.487 -0.621 1.284
2 C -0.223 0.088 0.148
3 C -1.524 0.262 -0.150
4 N -2.643 -0.049 0.631
5 N -1.682 0.969 -1.300
6 C -0.385 1.038 -1.932
7 O -0.162 1.493 -3.033
8 N 0.493 0.564 -1.035
9 C 1.817 0.105 -1.489
10 H 0.340 -0.170 2.328
11 H 1.599 -0.641 1.132
12 H 0.081 -1.657 1.266
13 H -2.992 0.653 1.329
14 H -3.451 -0.084 0.015
15 H -2.480 1.088 -1.806
16 H 2.246 -0.418 -0.592
17 H 1.804 -0.595 -2.254
18 H 2.317 1.023 -1.917

Output
- SMILES string: Cc1c(N)[nH]c(=O)n1C
- HOMO level: -7.546 eV
- Orbital gap: 8.263 eV


Quick one: most stable of them? arrangement c


Arrangement a

Here is a single C3H4S2 molecule from the Open Molecules 2025 dataset. Energies are from ωB97M-V with the def2-TZVPD basis set.

CARTESIAN COORDINATES (ANGSTROEM)
1 C 0.616 0.875 0.452
2 C 0.118 -0.035 -0.693
3 S -0.022 0.422 -2.271
4 C -0.615 -1.113 -0.192
5 S -0.510 -1.972 1.247
6 H 0.651 0.283 1.398
7 H -0.220 1.579 0.677
8 H 1.547 1.347 0.184
9 H -1.564 -1.387 -0.802

Output
- SMILES string: CC(=S)C=S
- HOMO level: -9.156 eV
- Orbital gap: 6.912 eV


Arrangement b

Here is a single C3H4S2 molecule from the Open Molecules 2025 dataset. Energies are from ωB97M-V with the def2-TZVPD basis set.

CARTESIAN COORDINATES (ANGSTROEM)
1 S -3.352 0.273 -0.313
2 C -1.678 0.172 -0.316
3 C -0.472 -0.193 -0.174
4 C 0.961 -0.434 -0.036
5 S 2.095 1.063 -0.315
6 H -3.286 0.704 0.972
7 H 1.225 -0.886 1.002
8 H 1.196 -1.238 -0.811
9 H 3.312 0.539 -0.009

Output
- SMILES string: SC#CCS
- HOMO level: -8.800 eV
- Orbital gap: 9.473 eV


Quick one: most stable of them? arrangement a